1.
11
Properties=species:S:1:pos:R:3:forces:R:3 method="wB97M-V/def2-TZVPD" fmax_ev_per_a=5.83 e_above_lowest_kj_mol=515.8 homo_lumo_gap_ev="7.018 / 7.659" energy_ha=-1038.02383 total_charge=0
C 1.936308 -0.927723 -0.127551 0.729 -2.463 0.457
C 2.085697 0.320337 0.036187 -0.798 1.471 -0.364
C -1.958673 0.677002 0.210773 0.916 0.613 -5.720
N 0.672878 -1.680881 -0.178184 0.488 -0.215 -0.202
N -0.352579 -1.058249 -0.050822 -1.428 1.088 0.179
N -0.562889 0.166148 0.067696 0.174 0.430 0.929
Cl 3.174711 -2.228560 -0.101878 -0.359 1.266 -0.101
I 2.050592 2.311994 -0.212110 0.345 -0.449 0.155
H -2.134930 1.739185 0.456306 1.235 -0.342 -0.375
H -2.333224 0.488718 -0.948940 0.188 0.801 3.043
H -2.577894 0.192026 0.848522 -1.489 -2.199 1.998

2.
10
Properties=species:S:1:pos:R:3:forces:R:3 method="wB97M-V/def2-TZVPD" fmax_ev_per_a=4.34 e_above_lowest_kj_mol=182.3 homo_lumo_gap_ev=8.024 energy_ha=-856.74696 smiles="P/C=C/C=S" total_charge=0
P -1.968106 -0.956223 0.024884 -0.412 0.491 -1.460
C -0.650728 0.229937 -0.383259 4.253 0.765 0.401
C 0.629333 -0.212542 -0.018238 -1.221 0.240 -0.632
C 2.057215 0.378956 0.173695 -2.855 1.219 0.468
S 3.426701 -0.404094 0.296706 0.697 -1.052 -0.235
H -2.941444 -0.367482 -0.855508 0.248 -0.605 -0.171
H -2.525288 -0.098269 0.927163 -0.377 0.501 1.342
H -0.695144 1.256026 -0.809942 -0.651 -0.708 0.505
H 0.531689 -1.275216 0.165072 0.963 -0.284 0.474
H 2.135776 1.448911 0.479424 -0.645 -0.567 -0.693

3.
13
Properties=species:S:1:pos:R:3:forces:R:3 method="wB97M-V/def2-TZVPD" fmax_ev_per_a=0.69 e_above_lowest_kj_mol=139.5 homo_lumo_gap_ev=6.081 energy_ha=-249.03347 total_charge=-1
C -1.117508 -2.577126 -1.035328 0.155 0.418 0.522
O -1.053426 -1.575823 -0.121059 -0.076 -0.388 -0.186
H -0.366214 -2.473754 -1.872460 -0.131 -0.110 -0.015
H -0.930986 -3.603269 -0.614225 0.008 -0.005 -0.097
H -2.111484 -2.651952 -1.528963 -0.128 -0.154 -0.279
C 0.713522 0.406542 0.225064 0.294 0.146 0.072
C 0.541942 2.626780 0.858607 0.117 -0.065 0.107
N 1.240731 1.768667 0.257569 -0.120 0.142 -0.047
H 0.351479 0.152769 -0.770925 -0.006 0.046 0.098
H -0.110364 0.242560 0.916595 -0.115 -0.041 -0.041
H 1.517338 -0.292470 0.457083 -0.021 0.012 -0.024
H 0.872079 3.663881 0.906743 0.035 0.040 -0.053
H -0.395344 2.378436 1.373955 -0.011 -0.042 -0.057

4.
44
Properties=species:S:1:pos:R:3:forces:R:3 method="wB97M-V/def2-TZVPD" fmax_ev_per_a=3.70 e_above_lowest_kj_mol=0.0 homo_lumo_gap_ev=9.857 energy_ha=-788.24343 smiles="C[N+]1(CCN=C=NC2CCCCC2)CCOCC1" total_charge=+1
C 1.559527 -3.362337 -1.315505 -1.478 -0.961 -0.607
N 2.243345 -2.319442 -0.543051 0.829 0.409 0.257
C 2.028284 -0.987085 -1.162254 -0.846 1.640 -0.860
C 0.558660 -0.527702 -1.329918 0.703 -1.094 0.414
N -0.148666 -0.289500 -0.043184 2.678 -2.521 -0.428
C -1.172962 0.292786 -0.276111 0.553 -0.050 0.348
N -2.107908 0.929107 -0.560974 -3.220 1.350 0.042
C -2.324842 2.209886 0.111651 0.790 1.037 1.020
C -3.460587 2.101820 1.133784 -0.163 -0.274 0.392
C -3.839257 3.466443 1.749218 0.123 0.320 0.061
C -3.223679 4.701715 1.085429 -0.677 -0.445 -1.124
C -3.272177 4.514213 -0.464960 0.035 0.728 0.694
C -2.477377 3.296809 -0.945529 0.261 0.702 -0.166
C 3.706964 -2.565320 -0.651298 2.942 -0.587 0.138
C 4.273819 -3.791018 0.127452 -1.888 0.695 0.422
O 3.872189 -3.613258 1.494193 -0.186 -0.529 0.037
C 2.443127 -3.550907 1.675671 0.235 0.003 -0.863
C 1.875027 -2.313718 0.914514 -0.666 -0.817 1.951
H 2.062346 -4.314092 -1.200655 0.008 -0.065 0.269
H 1.552413 -3.156947 -2.401819 0.134 0.297 0.648
H 0.515632 -3.471193 -0.965442 0.572 0.144 -0.207
H 2.573179 -0.227067 -0.589015 -0.086 -0.391 0.106
H 2.477491 -0.994900 -2.179564 -0.209 -0.267 0.652
H 0.591006 0.386405 -1.902497 0.133 0.326 -0.369
H 0.009515 -1.283568 -1.935865 0.256 0.485 0.373
H -1.405657 2.492429 0.698914 -0.551 -0.453 -0.491
H -4.306791 1.776953 0.558831 -0.601 -0.510 -0.180
H -3.297880 1.332586 1.968230 0.116 0.965 -1.404
H -4.914771 3.599862 1.706188 -0.264 -0.198 -0.023
H -3.588925 3.488850 2.796173 0.140 -0.072 0.504
H -3.779530 5.596613 1.423881 0.354 -0.370 -0.343
H -2.200157 4.809164 1.380803 0.741 0.215 0.272
H -4.308581 4.396364 -0.770012 -0.227 0.079 0.019
H -2.883675 5.412586 -0.969312 -0.233 -0.250 0.139
H -2.932557 2.937520 -1.879427 0.180 -0.219 0.354
H -1.451497 3.636026 -1.184594 -0.410 -0.244 -0.131
H 4.314140 -1.701464 -0.285232 -1.014 -0.353 -0.214
H 4.000104 -2.734388 -1.691557 -0.505 0.338 -0.129
H 3.879712 -4.737006 -0.279906 0.124 0.133 0.195
H 5.369390 -3.817825 0.035165 -0.448 0.216 0.290
H 1.922330 -4.514317 1.403345 0.629 0.807 -0.069
H 2.233741 -3.402040 2.747373 0.325 0.039 -0.443
H 2.260075 -1.412664 1.429565 0.087 -0.325 -0.807
H 0.775459 -2.290379 1.087303 0.725 0.069 -0.741

5.
18
Properties=species:S:1:pos:R:3:forces:R:3 method="wB97M-V/def2-TZVPD" fmax_ev_per_a=1.49 e_above_lowest_kj_mol=9.9 s2=0.750 homo_lumo_gap_ev="2.389 / 10.041" energy_ha=-347.17088 spin_multiplicity=2 total_charge=-1
C -0.182764 -0.375246 -0.980567 0.172 0.990 0.812
C 0.791042 0.612627 -0.328817 -0.136 -1.237 0.825
C 0.306461 0.886325 1.098775 -0.250 0.231 -0.450
O 2.096887 0.006844 -0.187251 0.258 0.052 -0.132
H 0.151086 -0.771784 -1.936596 -0.104 0.152 -0.183
H -0.300797 -1.184891 -0.261222 -0.117 -0.226 -0.155
H -1.130143 0.168641 -1.027241 -0.193 -0.447 -0.510
H 0.885540 1.553923 -0.865823 -0.021 0.014 -0.243
H -0.770384 1.066545 1.080140 0.047 0.425 -0.008
H 0.408413 0.020530 1.749399 0.346 -0.195 -0.106
H 0.843680 1.731032 1.526103 -0.087 0.037 0.172
H 2.263760 -0.552468 -0.956085 -0.072 0.173 0.009
H -4.479960 1.786206 -1.140877 0.101 0.216 -0.006
H -4.441744 0.290283 -1.119359 0.350 0.054 -0.018
O -3.830558 1.059196 -1.188598 -0.277 -0.303 0.053
H 2.004826 -2.585594 1.884988 -0.112 -0.366 0.196
H 2.550972 -1.434616 1.137605 0.203 0.414 -0.353
O 2.833684 -2.277554 1.515428 -0.107 0.016 0.098

6.
45
Properties=species:S:1:pos:R:3:forces:R:3 method="wB97M-V/def2-TZVPD" fmax_ev_per_a=0.73 e_above_lowest_kj_mol=6.5 homo_lumo_gap_ev=9.546 energy_ha=-1539.07828 smiles="O=C(COC(=O)Cc1c(F)cccc1Cl)NCCC1=CCCCC1" total_charge=0
O 3.688750 2.607127 -0.435660 0.309 0.311 -0.130
C 2.780447 2.000802 0.089149 -0.527 0.182 0.477
C 1.883971 2.652081 1.162387 0.549 -0.073 0.185
O 0.532997 2.791938 0.721824 -0.112 0.321 -0.170
C -0.297402 1.773216 0.903628 -0.269 -0.037 0.124
O 0.016177 0.716947 1.395897 -0.022 0.028 0.080
C -1.699087 2.119653 0.437752 0.077 -0.107 0.010
C -2.382546 0.898978 -0.103379 -0.059 0.019 0.104
C -3.547888 0.394064 0.460741 0.137 -0.095 -0.275
F -4.092767 1.044558 1.507703 0.048 -0.023 -0.026
C -4.178053 -0.742225 -0.011937 -0.004 0.124 0.142
C -3.626627 -1.411112 -1.089836 0.061 0.117 0.051
C -2.464510 -0.945490 -1.680249 0.083 0.082 -0.085
C -1.854691 0.195452 -1.183912 -0.434 -0.183 0.110
Cl -0.400032 0.766130 -1.917354 0.093 0.025 -0.212
N 2.453924 0.728832 -0.173150 -0.056 -0.584 -0.056
C 3.111169 -0.070801 -1.180926 0.311 -0.024 -0.105
C 3.476978 -1.451546 -0.624950 -0.152 0.159 -0.249
C 2.269258 -2.130769 -0.023469 0.285 -0.056 0.031
C 1.264883 -2.561601 -0.775045 -0.157 -0.006 -0.039
C 0.028648 -3.214915 -0.239305 -0.034 -0.115 0.158
C 0.216129 -3.670242 1.204033 -0.148 0.180 -0.029
C 0.859546 -2.548271 2.009348 0.147 -0.221 0.057
C 2.261154 -2.271584 1.473583 -0.332 -0.020 0.100
H 2.242769 3.664416 1.351308 -0.029 -0.203 -0.081
H 1.911150 2.052645 2.079063 -0.013 0.126 -0.099
H -1.629148 2.904533 -0.317685 -0.035 -0.024 0.081
H -2.253171 2.508167 1.295185 0.084 0.025 -0.061
H -5.080506 -1.085892 0.467010 -0.095 -0.016 0.064
H -4.101486 -2.301224 -1.470762 -0.050 -0.085 -0.039
H -2.028059 -1.461422 -2.520314 0.066 -0.037 -0.077
H 1.689572 0.285317 0.320998 0.007 0.267 0.041
H 4.000393 0.475588 -1.502192 -0.120 -0.074 -0.033
H 2.440562 -0.189959 -2.039700 0.097 -0.011 0.008
H 4.252956 -1.340618 0.133623 0.059 -0.008 -0.013
H 3.882514 -2.049079 -1.443567 0.068 -0.007 0.020
H 1.302695 -2.438183 -1.850060 0.122 0.093 -0.178
H -0.241561 -4.063278 -0.874310 -0.059 0.035 -0.023
H -0.798366 -2.497383 -0.291146 -0.038 -0.091 -0.022
H 0.863453 -4.549886 1.228691 -0.004 -0.086 0.020
H -0.747756 -3.947180 1.635187 0.017 -0.074 0.009
H 0.912852 -2.818447 3.065681 -0.030 0.057 0.031
H 0.253698 -1.645435 1.919591 -0.030 0.032 0.052
H 2.662765 -1.363773 1.931201 0.095 0.015 -0.010
H 2.933260 -3.092602 1.748578 0.091 0.061 0.058

7.
19
Properties=species:S:1:pos:R:3:forces:R:3 method="wB97M-V/def2-TZVPD" fmax_ev_per_a=0.26 e_above_lowest_kj_mol=32.2 homo_lumo_gap_ev=10.631 energy_ha=-311.04700 smiles=C[C@H]1CO[C@@H](C)C1 total_charge=0
C -2.318812 0.526104 0.157588 -0.046 0.041 -0.011
C -1.074944 -0.308969 0.432422 0.000 -0.035 -0.006
C -0.557408 -1.083596 -0.778057 -0.253 0.021 -0.060
O 0.775329 -1.428567 -0.461689 0.034 -0.060 -0.032
C 1.350683 -0.378594 0.324319 0.120 0.153 0.130
C 2.384530 0.381389 -0.494184 0.029 0.011 -0.037
C 0.175351 0.500765 0.801383 0.007 0.041 0.015
H -3.188846 -0.106365 -0.053715 0.141 0.086 0.018
H -2.162597 1.183397 -0.707689 0.003 -0.096 0.139
H -2.570169 1.159957 1.014878 0.034 -0.104 -0.101
H -1.282864 -1.030378 1.233617 0.028 0.088 -0.102
H -1.109374 -2.006205 -0.983351 0.073 0.119 0.030
H -0.600519 -0.448276 -1.681309 0.014 -0.066 0.129
H 1.845921 -0.865834 1.174230 -0.069 0.070 -0.110
H 3.140907 -0.306186 -0.884711 -0.091 0.099 0.076
H 2.884595 1.142006 0.117200 -0.086 -0.107 -0.072
H 1.905272 0.884228 -1.342830 0.057 -0.080 0.120
H 0.171508 1.457432 0.260874 0.005 -0.144 0.042
H 0.231443 0.727693 1.871032 -0.001 -0.039 -0.169

8.
12
Properties=species:S:1:pos:R:3:forces:R:3 method="wB97M-V/def2-TZVPD" fmax_ev_per_a=2.89 e_above_lowest_kj_mol=213.4 homo_lumo_gap_ev=9.418 energy_ha=-629.36589 smiles="S=COC1CC1" total_charge=0
S -3.640489 -0.213882 -0.255330 -0.277 -0.135 -0.187
C -2.186346 0.226881 0.254087 0.447 2.052 1.615
O -1.072644 -0.367047 -0.034076 1.729 -2.008 -1.147
C 0.261536 -0.099502 0.448101 -1.072 1.614 0.377
C 1.179440 0.612804 -0.528904 -0.710 -0.380 0.012
C 1.352408 -0.832602 -0.178108 -0.542 -1.165 -1.190
H -2.007846 1.112298 0.924378 -0.421 -0.586 -0.441
H 0.290941 0.110359 1.499701 -0.065 0.133 0.335
H 0.678784 0.892868 -1.437265 -0.036 -0.303 -0.407
H 1.928853 1.317713 -0.260198 0.309 0.392 0.665
H 1.056868 -1.617131 -0.872693 0.062 0.331 -0.119
H 2.158500 -1.142759 0.440304 0.575 0.053 0.488